Here is C39H44BrF4N7PSTi as an isolated structure at a distorted geometry from the Open Molecules 2025 dataset. Energies are from ωB97M-V/def2-TZVPD.

Structure (XYZ):
```
98
Properties=species:S:1:pos:R:3:lowdin_spin:R:1
Ti -0.226 -0.169 0.143 1.0715
C -4.293 1.341 0.400 0.0313
C -2.805 1.177 0.378 0.2078
N -2.209 0.167 -0.275 0.1586
N -3.023 -0.683 -1.003 0.0096
C -2.497 -1.753 -1.570 0.0254
N -3.352 -2.567 -2.218 0.0174
S -0.831 -2.108 -1.507 0.0054
C -1.881 2.102 0.937 0.0826
C -2.248 3.307 1.561 0.0455
C -1.281 4.199 1.926 0.0492
C 0.071 3.902 1.680 0.0710
C 0.383 2.702 1.110 0.0351
N -0.552 1.784 0.750 0.1138
H -4.784 0.410 0.705 0.0068
H -4.688 1.627 -0.584 0.0104
H -4.606 2.108 1.103 0.0000
H -4.017 -0.535 -1.003 -0.0006
H -4.262 -2.245 -2.503 0.0007
H -2.948 -3.317 -2.751 0.0006
H -3.291 3.535 1.731 0.0011
H -1.560 5.132 2.402 0.0013
H 0.862 4.587 1.951 0.0032
H 1.414 2.418 0.950 0.0003
F -0.286 4.465 -6.915 0.0000
C -0.002 3.625 -5.936 0.0000
C 1.172 2.917 -5.959 0.0000
F 2.022 3.082 -6.961 0.0000
C 1.462 2.042 -4.934 0.0003
F 2.638 1.423 -5.027 0.0001
C 0.608 1.827 -3.858 0.0012
P 1.174 0.724 -2.477 0.0113
C 2.789 1.557 -2.190 0.0017
C 2.707 2.816 -1.595 0.0006
C 3.856 3.540 -1.312 0.0000
C 5.102 3.005 -1.617 0.0001
C 5.189 1.755 -2.216 0.0001
C 4.035 1.034 -2.508 0.0002
C 1.550 -0.831 -3.372 0.0014
C 2.283 -1.832 -2.730 0.0010
C 2.485 -3.068 -3.333 0.0003
C 1.935 -3.332 -4.580 -0.0002
C 1.182 -2.356 -5.214 0.0006
C 0.991 -1.117 -4.613 -0.0003
C -0.570 2.582 -3.853 0.0008
Br -1.817 2.527 -2.448 0.0060
C -0.868 3.463 -4.878 0.0000
F -1.982 4.187 -4.877 0.0001
H 1.735 3.241 -1.356 0.0002
H 3.780 4.521 -0.853 0.0000
H 6.002 3.567 -1.402 0.0000
H 6.158 1.341 -2.472 0.0000
H 4.117 0.070 -2.992 0.0000
H 2.702 -1.670 -1.747 0.0006
H 3.069 -3.824 -2.821 0.0000
H 2.091 -4.295 -5.053 0.0000
H 0.739 -2.554 -6.185 0.0000
H 0.383 -0.380 -5.123 0.0000
C -4.597 -2.837 2.270 0.0000
C -3.089 -2.999 2.402 -0.0002
C -2.625 -4.206 1.598 0.0002
C -2.706 -3.168 3.869 0.0001
N -2.545 -1.766 1.777 0.0019
N -1.112 -1.715 1.604 0.0030
H -5.116 -3.662 2.764 0.0000
H -4.891 -2.819 1.216 0.0000
H -4.932 -1.903 2.742 0.0000
H -3.210 -5.083 1.884 0.0000
H -1.574 -4.448 1.783 0.0000
H -2.767 -4.037 0.524 0.0000
H -3.158 -4.074 4.286 0.0000
H -3.057 -2.315 4.461 0.0000
H -1.623 -3.241 3.983 0.0000
H -2.765 -0.966 2.357 0.0010
H -0.878 -2.557 1.095 0.0011
H -0.651 -1.786 2.520 0.0015
C -0.421 -1.017 5.632 0.0001
N 0.135 -1.158 4.293 0.0006
C 1.286 -2.059 4.314 0.0001
C 0.385 0.178 3.714 0.0022
C 1.563 0.252 2.780 0.0060
C 2.743 0.766 3.302 -0.0014
C 3.887 0.896 2.518 0.0113
C 3.834 0.495 1.198 -0.0014
C 2.640 -0.003 0.676 0.0116
C 1.462 -0.144 1.424 -0.0151
H -0.710 -1.992 6.027 0.0000
H -1.311 -0.385 5.606 0.0000
H 0.304 -0.564 6.326 0.0000
H 0.961 -3.008 4.742 0.0000
H 2.124 -1.682 4.916 0.0000
H 1.658 -2.245 3.308 0.0000
H 0.523 0.891 4.532 0.0002
H -0.513 0.499 3.179 0.0010
H 2.767 1.088 4.340 -0.0004
H 4.798 1.310 2.937 0.0007
H 4.706 0.579 0.558 -0.0005
H 2.665 -0.288 -0.362 0.0022
```

Values from the calculation:
Energy relative to the best compared isomer or geometry (same formula, charge and spin) = 3.7 kcal per mole
<S²> = 2.0154
Net charge = +1
Multiplicity = 3
E = -6458.1108 Ha
Highest occupied orbital energy (spin up / spin down) = -8.82 / -10.80 eV


Here is C39H44N4NaO5P2S as an isolated structure at a distorted geometry from the Open Molecules 2025 dataset. Energies are from ωB97M-V/def2-TZVPD.

Structure (XYZ):
```
96
Properties=species:S:1:pos:R:3:nbo_charge:R:1
Na 0.579 -0.029 0.082 0.8545
O 1.512 -6.148 1.709 -0.6711
C 1.220 -4.849 1.386 0.3231
C 2.066 -4.081 0.606 -0.3277
C 1.700 -2.771 0.336 0.1142
N 0.563 -2.232 0.789 -0.5047
C -0.257 -2.994 1.524 0.1262
C 0.036 -4.308 1.854 -0.2909
C -1.616 -2.412 1.992 0.7538
O -2.335 -3.175 2.646 -0.7106
O -1.865 -1.223 1.648 -0.7933
C 2.659 -1.927 -0.558 0.7469
O 3.515 -2.565 -1.170 -0.7058
O 2.478 -0.672 -0.557 -0.8486
H 2.347 -6.379 1.291 0.4738
H 2.990 -4.454 0.182 0.2384
H -0.668 -4.873 2.445 0.2548
N -0.778 2.044 0.752 -0.8682
C -0.307 3.279 1.389 -0.2160
C 0.475 2.966 2.671 -0.4205
C 1.984 3.151 2.528 -0.3913
C 2.634 2.155 1.577 -0.2168
N 2.451 0.782 2.034 -0.8684
H -1.359 2.263 -0.051 0.3678
H -1.360 1.511 1.395 0.3840
H -1.131 3.971 1.609 0.1646
H 0.341 3.787 0.667 0.1822
H 0.284 1.928 2.951 0.2327
H 0.107 3.585 3.493 0.1969
H 2.459 3.059 3.512 0.1910
H 2.198 4.167 2.176 0.1898
H 3.692 2.427 1.440 0.1624
H 2.173 2.245 0.587 0.1898
H 3.047 0.585 2.828 0.3489
H 2.715 0.138 1.292 0.4011
C -5.797 -1.935 -4.669 -0.7471
S -5.966 -0.177 -5.026 0.1744
C -4.270 0.254 -5.494 -0.5254
C -3.378 0.772 -4.375 -0.4191
C -3.106 -0.301 -3.331 -0.2458
N -2.083 0.047 -2.350 -1.0929
P -2.151 -0.531 -0.663 1.1232
C -2.630 -2.268 -1.089 -0.3348
C -1.601 -3.108 -1.518 -0.2196
C -1.865 -4.401 -1.945 -0.2070
C -3.167 -4.884 -1.947 -0.2374
C -4.197 -4.059 -1.521 -0.1646
C -3.929 -2.763 -1.097 -0.2342
C -3.759 0.238 -0.188 -0.3804
C -4.503 -0.254 0.888 -0.1304
C -5.671 0.380 1.282 -0.2395
C -6.110 1.525 0.630 -0.2224
C -5.367 2.033 -0.424 -0.2134
C -4.203 1.393 -0.828 -0.2308
P -0.397 0.037 -2.708 1.0562
C 0.099 1.804 -2.654 -0.3668
C 1.448 2.072 -2.430 -0.1608
C 1.887 3.385 -2.313 -0.2314
C 0.983 4.434 -2.399 -0.2239
C -0.366 4.171 -2.604 -0.2097
C -0.804 2.860 -2.730 -0.2273
C -0.258 -0.319 -4.500 -0.3555
C 0.203 0.597 -5.442 -0.1544
C 0.338 0.239 -6.777 -0.2333
C 0.004 -1.041 -7.193 -0.2203
C -0.446 -1.968 -6.261 -0.2040
C -0.561 -1.614 -4.927 -0.2122
H -6.796 -2.314 -4.457 0.2252
H -5.167 -2.135 -3.804 0.2258
H -5.405 -2.475 -5.531 0.2086
H -4.362 1.003 -6.283 0.2223
H -3.817 -0.630 -5.950 0.2154
H -3.843 1.638 -3.892 0.2004
H -2.445 1.122 -4.823 0.2150
H -2.864 -1.245 -3.838 0.1857
H -4.034 -0.487 -2.783 0.2182
H -0.576 -2.755 -1.513 0.2365
H -1.043 -5.030 -2.263 0.2116
H -3.374 -5.897 -2.269 0.2040
H -5.217 -4.423 -1.509 0.1974
H -4.752 -2.140 -0.772 0.2193
H -4.141 -1.122 1.424 0.2523
H -6.233 -0.022 2.116 0.2086
H -7.021 2.018 0.944 0.2027
H -5.694 2.926 -0.943 0.2024
H -3.632 1.796 -1.654 0.2158
H 2.149 1.250 -2.311 0.2471
H 2.936 3.582 -2.132 0.2139
H 1.326 5.456 -2.292 0.2074
H -1.076 4.987 -2.660 0.2072
H -1.854 2.641 -2.879 0.2221
H 0.452 1.605 -5.135 0.2120
H 0.699 0.968 -7.493 0.2073
H 0.105 -1.319 -8.234 0.2067
H -0.694 -2.975 -6.571 0.2095
H -0.885 -2.357 -4.206 0.2271
```

Values from the calculation:
Net charge = -1
Multiplicity = 1
E = -3351.1939 Ha
Highest occupied orbital energy = -5.07 eV